Entry from OMol25: a molecular structure, C16H16BN9O7Pt in a non-equilibrium geometry (ωB97M-V/def2-TZVPD).

Positions of all 50 atoms, in Å:
H -3.105 -0.671 1.163
N -1.890 0.707 0.029
B -1.209 2.601 -1.641
N -2.212 1.726 -0.838
C -3.549 1.958 -0.733
Pt -0.055 0.359 1.548
H -4.000 2.853 -1.147
C -4.108 0.968 0.063
H -5.147 0.875 0.330
C -3.044 0.183 0.507
H -1.715 3.658 -1.853
C 3.427 -3.105 -0.200
H 4.072 -3.581 0.511
H 3.071 -2.188 0.222
H 4.089 -2.906 -1.031
N -0.823 2.040 -3.193
N -0.120 2.838 -0.470
N -0.594 0.739 -3.181
N 0.341 1.998 0.559
C -0.646 2.423 -4.557
C 0.287 4.082 -0.133
H -0.938 3.378 -4.935
H -0.092 4.948 -0.648
C -0.070 1.349 -5.210
C 1.097 4.030 1.006
C 0.143 0.364 -4.190
C 1.103 2.721 1.423
H 0.161 1.158 -6.224
H 1.602 4.846 1.487
H 0.758 -0.539 -4.182
H 1.586 2.217 2.242
H 2.684 -3.772 -0.481
O 0.772 -4.855 6.265
N 0.738 -4.944 5.018
O 0.892 -6.032 4.428
C 0.520 -3.716 4.303
C 0.510 -2.525 5.070
C 0.451 -1.345 4.363
C -0.177 -1.392 3.043
O -1.395 -0.777 2.863
C -0.006 -2.609 2.265
C 0.391 -3.775 2.908
N -0.416 -2.540 0.952
O -0.344 -3.471 0.138
O -0.891 -1.368 0.546
N 0.339 -0.025 5.086
O -0.657 0.189 5.783
O 0.995 0.923 4.562
H 0.512 -2.629 6.156
H 0.519 -4.692 2.341

Summary:
HOMO level (alpha / beta): -8.1 / -8.1 eV
spin multiplicity: 3
HOMO-LUMO gap (alpha / beta): 5.637 / 3.950 eV
E: -48501.365 eV
LUMO energy (alpha / beta): -2.47 / -4.16 eV

---

Entry from OMol25: a molecular structure, C17H20ClN3O4S in a non-equilibrium geometry (ωB97M-V/def2-TZVPD).

Positions of all 46 atoms, in Å:
C -6.439 -3.104 -3.547
C -5.364 -2.448 -2.959
C -4.988 -2.884 -1.631
C -3.868 -2.094 -0.986
C -3.072 -0.990 -1.756
C -3.501 -0.584 -2.829
C -4.556 -1.168 -3.390
Cl -4.895 -0.983 -5.138
H -2.927 0.049 -3.365
N -2.174 -0.380 -0.891
C -1.387 0.518 -1.061
O -1.358 1.117 -2.240
C -0.344 1.137 -0.351
C 0.016 0.242 0.947
C 1.074 1.050 1.488
C 1.026 2.421 1.020
N 0.166 2.427 -0.208
C -0.054 3.484 -0.967
H 0.823 3.774 -1.237
H -0.511 3.055 -1.833
H -0.667 4.047 -0.586
H 1.604 3.210 1.374
S 1.863 0.593 3.111
O 1.762 1.772 4.149
O 1.638 -0.939 3.345
N 3.415 0.636 2.355
C 4.520 0.959 3.317
H 4.201 1.521 4.074
C 5.856 1.086 2.831
H 6.594 1.073 3.475
O 6.130 -0.231 1.911
C 5.235 -0.301 0.832
H 5.372 -1.164 0.335
C 3.803 -0.358 1.466
H 3.014 -0.427 0.752
H 3.637 -1.549 2.221
H 5.184 0.527 0.140
H 5.690 2.038 2.331
H 4.517 -0.108 4.109
H -0.140 -0.745 1.350
H -2.144 -0.637 0.105
H -3.608 -2.289 0.351
H -5.306 -3.497 -1.020
H -6.719 -3.780 -2.976
H -7.026 -2.506 -3.792
H -6.090 -3.568 -4.626

Summary:
HOMO level: -8.3 eV
HOMO-LUMO gap: 8.017 eV
E: -53953.452 eV
LUMO energy: -0.27 eV

---

Entry from OMol25: 10 unconnected molecules or ions with the total composition C21H60ClO13 in a non-equilibrium geometry (ωB97M-V/def2-TZVPD).

Positions of all 95 atoms, in Å:
Cl 19.137 -4.046 31.689
O 20.315 -3.272 31.342
O 18.843 -3.826 33.100
O 18.012 -3.583 30.907
O 19.385 -5.445 31.466
O 18.993 -8.320 30.119
H 18.929 -7.433 30.491
H 18.766 -8.898 30.852
O 19.692 -1.392 28.910
H 19.154 -0.672 29.250
H 19.607 -2.090 29.572
C 18.820 0.795 34.419
C 18.037 -0.311 33.749
C 16.550 0.026 33.625
O 18.591 -0.601 32.480
H 19.720 0.398 34.887
H 18.216 1.204 35.237
H 19.040 1.619 33.741
H 18.123 -1.203 34.386
H 16.438 1.002 33.136
H 16.060 0.165 34.593
H 16.009 -0.726 33.053
H 18.556 -1.555 32.359
C 18.892 -7.510 37.548
C 19.499 -7.001 36.264
C 19.469 -8.051 35.164
O 18.677 -5.878 35.877
H 17.856 -7.826 37.411
H 18.896 -6.695 38.275
H 19.456 -8.358 37.938
H 20.498 -6.608 36.469
H 18.504 -8.548 35.228
H 20.278 -8.764 35.352
H 19.681 -7.587 34.201
H 18.912 -5.605 34.981
C 22.667 -2.859 28.455
C 22.998 -1.530 27.814
C 24.081 -1.668 26.735
O 21.863 -0.962 27.186
H 21.981 -2.738 29.292
H 23.588 -3.342 28.791
H 22.216 -3.497 27.694
H 23.429 -0.815 28.530
H 23.796 -2.298 25.890
H 24.967 -2.119 27.191
H 24.331 -0.676 26.356
H 21.100 -1.068 27.773
C 20.272 -2.886 36.452
C 21.417 -3.504 37.212
C 21.003 -3.901 38.602
O 21.904 -4.717 36.610
H 20.137 -1.848 36.775
H 19.328 -3.397 36.658
H 20.370 -2.911 35.366
H 22.282 -2.833 37.276
H 20.116 -4.539 38.601
H 20.766 -3.052 39.251
H 21.807 -4.445 39.106
H 21.926 -4.637 35.642
C 23.392 -5.336 32.006
C 22.521 -5.533 33.242
C 23.227 -6.358 34.288
O 22.097 -4.267 33.776
H 24.338 -4.874 32.292
H 22.874 -4.743 31.255
H 23.585 -6.326 31.586
H 21.623 -6.088 32.934
H 23.613 -7.262 33.814
H 22.588 -6.645 35.122
H 24.086 -5.823 34.704
H 21.369 -4.014 33.197
C 16.439 -3.418 37.786
C 15.593 -3.886 36.595
C 15.963 -3.173 35.318
O 15.778 -5.291 36.406
H 17.405 -3.923 37.773
H 15.915 -3.592 38.725
H 16.654 -2.346 37.723
H 14.535 -3.778 36.836
H 17.032 -3.237 35.093
H 15.704 -2.109 35.335
H 15.425 -3.594 34.466
H 16.712 -5.405 36.170
C 14.405 -7.452 32.190
C 15.316 -6.293 32.531
C 16.458 -6.718 33.427
O 15.796 -5.692 31.344
H 13.826 -7.710 33.079
H 14.933 -8.326 31.804
H 13.673 -7.175 31.424
H 14.675 -5.565 33.056
H 17.134 -5.885 33.648
H 17.090 -7.429 32.886
H 16.117 -7.078 34.397
H 16.390 -4.974 31.598

Summary:
HOMO level: -7.4 eV
charge: -1
HOMO-LUMO gap: 10.026 eV
E: -61886.784 eV
LUMO energy: 2.60 eV

---

Record-wise energy above the lowest of the compared OMol25 structures with the same formula, charge and spin values, in kcal/mol: 63.4, 429.7, 0.0